[1]
Computed, not measured: a single C13H17N5O6 molecule, with wB97M-V/def2-TZVPD.

As for the gap between HOMO and LUMO: 0.30076 Eh. For the maximum force, the calculation gives 1.33 eV Å⁻¹. As for the SMILES: C=CCn1c(=O)n([C@@H]2O[C@H](CO)[C@@H](O)[C@H]2O)c2nc(N)[nH]c(=O)c21. Its molecular weight is 339.31 g/mol. The calculation puts the energy above the lowest of the compared OMol25 structures with the same formula, charge and spin at 0.1835 eV. As for the HOMO energy: -0.2865 Eh. As for the total energy: -1230.85599 a.u.

Each atom is followed by the atoms it is bonded to, with distances in Å.
Positions of all 41 atoms, in Å:
1 H 0.060 -1.231 1.929  C24 1.101
2 C 1.718 -3.244 -0.740  N25 1.355, N35 1.362, N37 1.306
3 O -1.365 0.325 4.386  C11 1.409, H12 0.966
4 C -0.819 0.617 -3.712  C17 1.319, H22 1.076, H36 1.078
5 H 2.169 -5.228 -1.014  N25 1.005
6 H 0.460 1.904 -4.749  C17 1.081
7 O 0.119 2.138 -0.243  C32 1.213
8 O 1.110 0.485 3.454  H9 0.972, C34 1.394
9 H 0.663 0.233 4.280  O8 0.972
10 C 1.461 -0.699 -1.595  C18 1.423, N19 1.383, C28 1.384
11 C -1.234 1.150 3.251  O3 1.409, H15 1.091, C33 1.528, C34 1.545
12 H -1.520 -0.581 4.088  O3 0.966
13 H -3.248 1.710 0.472  C30 1.098
14 H 1.370 2.531 -2.453  C27 1.095
15 H -1.328 2.178 3.605  C11 1.091
16 H 2.320 1.252 -3.261  C27 1.094
17 C 0.274 1.344 -3.844  C4 1.319, H6 1.081, C27 1.502
18 C 2.155 -1.559 -2.493  C10 1.423, O29 1.214, N35 1.414
19 N 1.164 0.650 -1.660  C10 1.383, C27 1.440, C32 1.366
20 H 2.712 -3.534 -2.522  N35 1.013
21 N 0.407 -0.120 0.277  C24 1.439, C28 1.368, C32 1.399
22 H -1.555 0.557 -4.495  C4 1.076
23 H 0.465 1.755 2.008  C34 1.092
24 C -0.253 -0.246 1.550  H1 1.101, N21 1.439, C34 1.552, O41 1.413
25 N 1.932 -4.521 -0.340  C2 1.355, H5 1.005, H40 1.005
26 H -1.685 2.466 0.859  C30 1.091
27 C 1.353 1.496 -2.809  H14 1.095, H16 1.094, C17 1.502, N19 1.440
28 C 0.987 -1.169 -0.383  C10 1.384, N21 1.368, N37 1.346
29 O 2.661 -1.331 -3.574  C18 1.214
30 C -2.593 2.040 1.290  H13 1.098, H26 1.091, C33 1.539, O38 1.404
31 H -3.173 0.413 2.591  C33 1.100
32 C 0.506 1.023 -0.523  O7 1.213, N19 1.366, N21 1.399
33 C -2.247 0.816 2.156  C11 1.528, C30 1.539, H31 1.100, O41 1.423
34 C 0.118 0.876 2.556  O8 1.394, C11 1.545, H23 1.092, C24 1.552
35 N 2.215 -2.863 -1.949  C2 1.362, C18 1.414, H20 1.013
36 H -1.032 0.056 -2.818  C4 1.078
37 N 1.092 -2.432 0.070  C2 1.306, C28 1.346
38 O -3.191 3.054 2.054  C30 1.404, H39 0.964
39 H -4.032 2.738 2.405  O38 0.964
40 H 1.444 -4.808 0.490  N25 1.005
41 O -1.659 -0.241 1.405  C24 1.413, C33 1.423

***

[2]
Computed, not measured: 2 unconnected molecules or ions with the total composition C3H11O, with wB97M-V/def2-TZVPD.

As for the expectation value of S²: 0.75. As for the gap between HOMO and LUMO (spin up / spin down): 0.50163 / 0.22924 Eh. For the maximum force, the calculation gives 4.17 eV Å⁻¹. The spin multiplicity is 2. Its molecular weight is 63.12 g/mol. The calculation puts the energy above the lowest of the compared OMol25 structures with the same formula, charge and spin at 1.8436 eV. As for the HOMO energy (spin up / spin down): -0.8092 / -0.8025 Eh. As for the total energy: -195.21745 a.u. As for the net charge: +2.

Each atom is followed by the atoms it is bonded to, with distances in Å.
Positions of all 15 atoms, in Å:
1 H 0.333 2.033 -2.142  O12 0.984
2 H 2.293 -0.852 0.596  C13 1.159
3 H -2.075 0.052 1.518  C8 1.136
4 H 0.182 0.529 -1.162  O12 0.982
5 H -0.340 0.809 -2.754  O12 0.952
6 H 1.367 0.585 0.066  C13 1.105
7 C 0.096 -0.507 1.383  C8 1.569, H9 1.154, H11 1.135, C13 1.512
8 C -1.351 -0.422 0.782  H3 1.136, C7 1.569, H14 1.092, H15 1.066
9 H 0.232 -1.454 2.028  C7 1.154
10 H 0.932 -1.185 -0.428  C13 1.116
11 H 0.140 0.397 2.069  C7 1.135
12 O 0.043 1.115 -1.937  H1 0.984, H4 0.982, H5 0.952
13 C 1.223 -0.467 0.376  H2 1.159, H6 1.105, C7 1.512, H10 1.116
14 H -1.842 -1.392 0.681  C8 1.092
15 H -1.368 -0.067 -0.222  C8 1.066